1.
# C3ClF2O2

A cluster of 2 separate species, C3ClF2O2 in total in a non-equilibrium geometry (the ωB97M-V functional and the def2-TZVPD basis, the OMol25 dataset).

Frontier orbital gap ... 7.78 eV
Energy above the lowest of the compared OMol25 structures with the same formula, charge and spin ... 27.30 kcal per mole
Net charge ... -1
HOMO energy ... -4.118 eV
Spin multiplicity ... 1

Each line ends with the Löwdin charge.
Geometry (Å):
Cl  2.026  1.467  0.684  0.601
F  0.416  -1.960  -0.481  -0.181
F  2.930  -0.507  -0.582  -0.183
O  -2.128  0.257  -1.025  0.165
O  -1.942  1.263  0.976  0.152
C  1.635  0.003  -0.072  -0.818
C  0.524  -0.635  0.141  -0.184
C  -1.832  0.695  -0.013  -0.551



2.
# C3ClF3O2

A cluster of 2 separate species, C3ClF3O2 in total in a non-equilibrium geometry (the ωB97M-V functional and the def2-TZVPD basis, the OMol25 dataset).

Frontier orbital gap (spin up / spin down) ... 8.02 / 8.58 eV
Energy above the lowest of the compared OMol25 structures with the same formula, charge and spin ... 62.69 kcal per mole
Net charge ... 0
HOMO energy (spin up / spin down) ... -9.294 / -9.313 eV
Spin multiplicity ... 1

Each line ends with the Löwdin charge.
Geometry (Å):
Cl  -2.737  2.363  -0.316  0.637
F  1.573  -1.539  -1.323  0.160
F  2.023  0.444  -0.730  0.140
F  -0.067  -0.133  -1.283  0.114
O  1.667  -1.138  1.606  0.176
O  -1.734  0.366  1.124  0.001
C  0.839  -0.849  0.836  -0.018
C  -2.636  1.001  0.721  -0.625
C  1.071  -0.515  -0.635  -0.585



3.
# C3ClF6NO3S

An isolated molecule of C3ClF6NO3S in a non-equilibrium geometry (the ωB97M-V functional and the def2-TZVPD basis, the OMol25 dataset).

Frontier orbital gap ... 8.73 eV
Energy above the lowest of the compared OMol25 structures with the same formula, charge and spin ... 81.27 kcal per mole
Net charge ... 0
HOMO energy ... -9.611 eV
Spin multiplicity ... 1

Each line ends with the Löwdin charge.
Geometry (Å):
Cl  -1.287  -1.918  1.270  0.737
S  1.375  -1.169  -0.654  0.962
F  -2.567  0.138  -1.737  0.206
F  1.246  1.329  -0.601  0.107
F  2.631  2.000  0.929  0.177
F  -3.682  -0.537  -0.122  0.245
F  0.654  2.785  0.880  0.175
F  0.978  -2.648  -0.118  -0.224
O  -0.153  -0.771  -0.864  -0.236
O  1.890  -0.381  0.931  -0.177
O  2.243  -1.209  -1.760  -0.186
N  1.040  0.469  1.298  0.002
C  -1.358  -0.941  -0.206  -0.568
C  -2.539  -0.413  -0.592  -0.494
C  1.381  1.682  0.673  -0.725



4.
# C3ClO2

The ion C3ClO2 with charge -1 in a non-equilibrium geometry (the ωB97M-V functional and the def2-TZVPD basis, the OMol25 dataset).

Frontier orbital gap ... 6.78 eV
Energy above the lowest of the compared OMol25 structures with the same formula, charge and spin ... 64.06 kcal per mole
Net charge ... -1
HOMO energy ... -3.648 eV
SMILES ... O=C([O-])C#CCl
Spin multiplicity ... 1

Each line ends with the Löwdin charge.
Geometry (Å):
Cl  2.911  0.622  0.088  0.543
O  -2.254  0.325  0.085  -0.051
O  -0.837  -1.424  0.282  -0.124
C  1.240  0.295  -0.195  -0.517
C  0.047  0.321  -0.390  -0.084
C  -1.106  -0.139  0.130  -0.767